Version A
One molecule with the formula C3H5NO. Source: the OMol25 dataset; level of theory: wB97M-V/def2-TZVPD.

As for the spin multiplicity: 1. For the HOMO energy, the calculation gives -11.2 eV. The SMILES is C[C@@H](O)C#N. The molar mass comes out at 71.08 g mol⁻¹.

Each line ends with the natural charge from an NBO analysis.
Element x y z (Å)
C -1.2225 -0.0205 -0.0410  -0.615
C 0.2610 -0.1399 0.2601  -0.013
O 0.8219 -1.2214 -0.5851  -0.713
C 0.9823 1.1296 0.0748  0.241
N 1.5987 2.0977 -0.0765  -0.294
H -1.3596 0.2798 -1.0832  0.231
H -1.6969 0.7207 0.6058  0.228
H -1.6981 -0.9900 0.1208  0.231
H 0.5254 -0.6454 1.1866  0.228
H 1.7940 -1.2222 -0.5076  0.476


Version B
C3H5NO as an isolated structure. Source: the OMol25 dataset; level of theory: wB97M-V/def2-TZVPD.

As for the spin multiplicity: 1. For the HOMO energy, the calculation gives -8.8 eV. The molar mass comes out at 71.08 g mol⁻¹.

Each line ends with the natural charge from an NBO analysis.
Element x y z (Å)
C -0.6089 -1.3378 -0.1694  -0.066
C -0.6248 0.8176 0.4246  -0.299
N 0.7210 0.9746 0.0127  -0.460
C 1.3540 -0.0834 -0.2556  0.406
O 0.7745 -1.3072 -0.1284  -0.510
H -0.9938 -0.3786 0.6389  0.189
H -0.8982 -0.9181 -1.1552  0.111
H -1.3485 1.2560 -0.2641  0.219
H -0.7774 1.2035 1.4389  0.219
H 2.4061 -0.1111 -0.5232  0.191


Version C
A 2-piece molecular cluster, C3H5NO overall. Source: the OMol25 dataset; level of theory: wB97M-V/def2-TZVPD.

As for the spin multiplicity: 1. For the HOMO energy, the calculation gives -9.8 eV. The SMILES is C#[N+][O-].C=C. The molar mass comes out at 71.08 g mol⁻¹.

Each line ends with the natural charge from an NBO analysis.
Element x y z (Å)
C -1.8120 1.3636 -0.7051  -0.033
N -1.5663 0.2494 -0.7537  0.190
O -1.7364 -0.9070 -0.7739  -0.394
H -1.5920 2.4049 -0.3839  0.255
C 1.0973 -0.8330 -0.2011  -0.391
C 1.1383 -0.2635 1.0198  -0.393
H 2.0080 -0.9594 -0.7353  0.194
H 0.1307 -0.9983 -0.5673  0.205
H 0.2885 -0.1565 1.6881  0.185
H 2.0440 0.0998 1.4124  0.180


Version D
One molecule with the formula C3H5NO. Source: the OMol25 dataset; level of theory: wB97M-V/def2-TZVPD.

As for the spin multiplicity: 1. For the HOMO energy, the calculation gives -8.9 eV. The SMILES is C=C=C[NH2+][O-]. The molar mass comes out at 71.08 g mol⁻¹.

Each line ends with the natural charge from an NBO analysis.
Element x y z (Å)
C -1.5145 -0.7641 0.0418  -0.304
C -1.0743 0.4451 0.0998  0.001
C 0.0619 1.0831 0.0217  -0.219
N 1.2616 0.1057 0.0100  -0.219
O 1.0054 -1.2307 -0.0128  -0.655
H -1.4814 -1.1354 -0.9388  0.224
H -2.1551 -1.4385 0.7848  0.237
H 0.1871 2.1168 0.1081  0.217
H 1.9243 0.3867 0.7347  0.362
H 1.7850 0.4314 -0.8494  0.357


The structure with the most favorable energy is version A; the runner-up is 0.1316 hartree above it.


Version A
One molecule with the formula C3H5NO. Source: the OMol25 dataset; level of theory: wB97M-V/def2-TZVPD.

As for the spin multiplicity: 1. For the HOMO energy, the calculation gives -9.1 eV. The SMILES is C1=NOCC1. The molar mass comes out at 71.08 g mol⁻¹.

Each line ends with the natural charge from an NBO analysis.
Element x y z (Å)
C 1.1905 0.4225 -0.0733  -0.030
N 1.4597 -0.8392 -0.0040  -0.064
O 0.3528 -1.5323 -0.0135  -0.353
C -0.8427 -0.7093 -0.0131  -0.110
C -0.2995 0.7594 -0.0215  -0.501
H 2.0569 1.1257 0.0746  0.211
H -1.4668 -0.8964 0.8989  0.196
H -1.4000 -0.9957 -0.9359  0.197
H -0.4141 1.3019 0.9429  0.225
H -0.6368 1.3633 -0.8552  0.230


Version B
One molecule with the formula C3H5NO. Source: the OMol25 dataset; level of theory: wB97M-V/def2-TZVPD.

As for the spin multiplicity: 1. For the HOMO energy, the calculation gives -9.1 eV. The SMILES is [H]/N=C1\O[C@@H]1C. The molar mass comes out at 71.08 g mol⁻¹.

Each line ends with the natural charge from an NBO analysis.
Element x y z (Å)
H -2.8597 1.2233 0.3511  0.361
N -2.0488 0.7935 0.7918  -0.697
C -1.0042 0.8182 0.1508  0.626
O -0.2296 1.0846 -0.8778  -0.479
C 0.6299 0.3562 0.1078  -0.020
C 0.9842 -1.0534 -0.2220  -0.656
H 1.3115 1.0208 0.6074  0.194
H 1.8648 -1.1111 -0.8643  0.213
H 0.1603 -1.5353 -0.7429  0.227
H 1.1917 -1.5968 0.6980  0.232


The structure with the most favorable energy is version A; the runner-up is 0.0109 hartree above it.


Version A
One molecule with the formula C3H5NO. Source: the OMol25 dataset; level of theory: wB97M-V/def2-TZVPD.

As for the spin multiplicity: 1. For the HOMO energy, the calculation gives -10.0 eV. The SMILES is O=CN1CC1. The molar mass comes out at 71.08 g mol⁻¹.

Each line ends with the natural charge from an NBO analysis.
Element x y z (Å)
O -0.5952 0.0322 -2.4053  -0.539
C -0.6147 -0.4832 -1.3165  0.540
N -0.6179 0.2203 -0.1150  -0.441
C 0.0120 -0.3031 1.0716  -0.249
C 0.5670 0.8938 0.3754  -0.228
H -0.6619 -1.5808 -1.1756  0.101
H -0.5576 -0.1799 1.9892  0.207
H 0.5592 -1.2423 0.9907  0.195
H 1.4813 0.7523 -0.1991  0.204
H 0.4278 1.8907 0.7845  0.210


Version B
One molecule with the formula C3H5NO. Source: the OMol25 dataset; level of theory: wB97M-V/def2-TZVPD.

As for the spin multiplicity: 1. For the HOMO energy, the calculation gives -8.8 eV. The SMILES is COC1=NC1. The molar mass comes out at 71.08 g mol⁻¹.

Each line ends with the natural charge from an NBO analysis.
Element x y z (Å)
C 1.5379 0.3946 -0.0678  -0.244
O 0.4941 -0.6886 0.0191  -0.453
C -0.7021 -0.2772 -0.0040  0.530
N -1.5468 0.8636 -0.1465  -0.488
C -2.1333 -0.4952 0.0433  -0.294
H 2.4147 -0.2056 0.1026  0.211
H 1.2005 1.1142 0.5927  0.206
H 1.3866 0.7552 -1.0806  0.202
H -2.3628 -1.1279 -0.9436  0.142
H -2.7669 -0.8925 0.9058  0.187


Version C
One molecule with the formula C3H5NO. Source: the OMol25 dataset; level of theory: wB97M-V/def2-TZVPD.

As for the spin multiplicity: 1. For the HOMO energy, the calculation gives -10.2 eV. The SMILES is O=C[C@@H]1CN1. The molar mass comes out at 71.08 g mol⁻¹.

Each line ends with the natural charge from an NBO analysis.
Element x y z (Å)
O -2.5023 -0.0233 -0.2234  -0.500
C -1.3779 0.1368 0.1354  0.432
C -0.1137 -0.2187 -0.6061  -0.216
C 1.1013 -0.4978 0.1378  -0.266
N 0.8623 0.9045 -0.4163  -0.531
H -1.2520 0.6206 1.1794  0.086
H -0.3173 -0.6761 -1.5536  0.228
H 1.0988 -0.6867 1.2727  0.204
H 2.0009 -0.9648 -0.3079  0.225
H 0.5001 1.4054 0.3821  0.338


Version D
C3H5NO as an isolated structure. Source: the OMol25 dataset; level of theory: wB97M-V/def2-TZVPD.

As for the spin multiplicity: 1. For the HOMO energy, the calculation gives -9.4 eV. The molar mass comes out at 71.08 g mol⁻¹.

Each line ends with the natural charge from an NBO analysis.
Element x y z (Å)
O -0.9097 1.6126 0.6530  -0.551
C -0.3208 1.3437 -0.3760  0.364
C 0.0830 -0.0080 -0.7053  -0.209
C 0.5593 -0.9571 0.3222  -0.268
N -0.8153 -0.9748 0.6207  -0.471
H -0.0613 2.1312 -1.1075  0.129
H 0.3194 -0.2255 -1.7763  0.233
H 0.8036 -1.8820 -0.1760  0.209
H 1.2895 -0.6112 1.0438  0.194
H -0.9386 -0.4120 1.5059  0.371


The structure with the most favorable energy is version A; the runner-up is 0.0207 hartree above it.


Version A
A 2-piece molecular cluster, C3H5NO overall. Source: the OMol25 dataset; level of theory: wB97M-V/def2-TZVPD.

As for the spin multiplicity: 1. For the HOMO energy, the calculation gives -9.3 eV. The molar mass comes out at 71.08 g mol⁻¹.

Each line ends with the natural charge from an NBO analysis.
Element x y z (Å)
C -1.0054 0.7275 -0.1203  0.044
C 1.2069 -0.6745 0.4367  -0.133
C 0.4174 0.3338 -0.2820  0.207
N -1.5965 -0.2021 0.4692  -0.573
O 1.5240 0.7303 0.3388  -0.474
H -1.4978 1.4825 -0.6625  0.187
H 1.1108 -1.0482 1.4442  0.207
H 1.8332 -1.2315 -0.2762  0.189
H 0.7104 0.0312 -1.9526  -0.002
H -2.7030 -0.1490 0.6046  0.348


Version B
One molecule with the formula C3H5NO. Source: the OMol25 dataset; level of theory: wB97M-V/def2-TZVPD.

As for the spin multiplicity: 1. For the HOMO energy, the calculation gives -8.8 eV. The SMILES is C=C[N+](=C)[O-]. The molar mass comes out at 71.08 g mol⁻¹.

Each line ends with the natural charge from an NBO analysis.
Element x y z (Å)
C 0.9619 -0.9153 0.7547  -0.370
C 0.3352 0.2429 0.8447  -0.052
N -0.1309 0.9070 -0.3042  0.082
C -0.9307 0.2264 -1.0869  -0.165
O -0.0856 2.1832 -0.4267  -0.522
H 1.1871 -1.6802 1.5732  0.221
H 1.3557 -1.3125 -0.2088  0.205
H 0.0035 0.5259 1.7497  0.214
H -1.5275 0.6128 -1.8655  0.201
H -1.1688 -0.7903 -1.0303  0.185


The structure with the most favorable energy is version B; the runner-up is 0.0345 hartree above it.